{
  "formula": "C7H12O3",
  "method": "wB97M-V/def2-TZVPD",
  "species": ["O", "C", "O", "C", "C", "C", "C", "C", "C", "O", "H", "H", "H", "H", "H", "H", "H", "H", "H", "H", "H", "H"],
  "positions_angstrom": [[1.612, -0.909, -2.577], [1.195, -0.233, -1.659], [0.489, 0.857, -1.921], [1.170, -0.733, -0.235], [0.702, -2.188, -0.025], [-0.161, -1.714, 1.163], [0.059, -0.239, 0.745], [-1.125, 0.436, 0.053], [-1.278, 1.920, 0.316], [-0.056, 2.691, -0.381], [0.577, 1.732, -1.265], [2.173, -0.550, 0.177], [1.487, -2.926, 0.181], [0.094, -2.547, -0.866], [0.299, -1.938, 2.134], [-1.204, -2.057, 1.178], [0.435, 0.413, 1.544], [-2.065, 0.419, 0.807], [-1.537, -0.009, -0.860], [-1.186, 2.155, 1.385], [-2.157, 2.327, -0.202], [0.478, 3.094, 0.308]],
  "atomic_forces_ev_per_a": [[0.3, 0.1, 0.8], [-0.9, -0.7, -1.2], [1.1, 2.3, 0.5], [0.7, 0.4, 0.3], [0.1, -0.3, -0.2], [-0.1, -0.1, 0.3], [-0.1, 0.2, -0.6], [-3.3, 0.5, 3.5], [2.9, 0.9, -2.6], [-1.5, -0.2, 1.1], [-0.7, -2.2, -1.0], [-0.2, -0.2, 0.1], [-0.3, 0.2, -0.1], [0.2, 0.1, 0.2], [-0.1, 0.1, -0.2], [0.3, 0.1, 0.0], [-0.2, -0.1, -0.1], [1.3, -1.6, -1.0], [0.6, 0.5, 0.1], [-0.2, 0.0, -0.5], [0.3, 0.0, 0.5], [0.0, 0.1, 0.1]],
  "charge": 0,
  "multiplicity": 1,
  "lumo_energy_ev": 0.35,
  "relative_energy_ev": 1.953,
  "fmax_ev_per_a": 4.9,
  "e_tot_ha": -499.574724,
  "smiles": "O=C(O)[C@@H]1CC[C@@H]1CCO"
}